No. 1
The following is a DFT calculation (the ωB97M-V functional and the def2-TZVPD basis) of a cluster of 11 separate species, C19H60N10O11 in total in a non-equilibrium geometry.

Calculated values
Spin multiplicity: 2
Net charge: +1
Gap between HOMO and LUMO (alpha / beta), eV: 8.48 / 2.61
E_LUMO (alpha / beta), eV: -2.2250 / -8.0847
Expectation value of S²: 0.77

CARTESIAN COORDINATES (ANGSTROEM)
C -11.66088 8.53896 32.36814
C -12.88753 7.75952 32.02861
O -12.67983 6.82497 30.93819
H -10.71505 8.00159 32.29939
H -11.81956 8.95194 33.36433
H -11.53269 9.36728 31.67132
H -13.76763 8.36123 31.80173
H -13.16919 7.11309 32.85981
H -12.35070 6.00569 31.31509
C -10.54845 4.01996 30.36463
C -11.70161 3.53312 31.26237
O -11.91994 4.59545 32.22575
H -10.75420 4.94932 29.83354
H -10.25868 3.36516 29.54283
H -9.63431 4.13960 30.94613
H -11.34888 2.65749 31.80730
H -12.55740 3.32401 30.62049
H -12.62355 4.38075 32.84255
C -13.24907 3.46224 27.48369
C -14.52365 2.74544 27.83620
O -14.65123 1.51280 27.20968
H -12.40405 2.88529 27.85942
H -13.14925 4.46885 27.88975
H -13.02013 3.53134 26.42025
H -15.35592 3.38132 27.53439
H -14.63388 2.57071 28.90644
H -15.07288 0.93303 27.84819
C -12.25142 8.58659 23.19451
C -12.66769 7.13497 23.18166
O -12.44177 6.71008 21.86750
H -11.20040 8.63794 22.91021
H -12.38926 9.13706 24.12515
H -12.87979 9.12751 22.48694
H -13.70915 7.03842 23.48847
H -12.06353 6.51812 23.84693
H -12.81389 5.82720 21.80711
C -16.69631 6.74170 26.89155
O -15.69669 7.41870 27.09703
N -17.87802 7.09797 27.26209
N -16.64276 5.48432 26.55376
H -17.96722 8.00400 27.69943
H -18.71522 6.63540 26.93772
H -15.78329 4.95384 26.55724
H -17.51306 4.97203 26.56845
C -17.18409 10.53621 27.81397
O -17.97807 9.84793 28.32169
N -15.89879 10.37947 27.87183
N -17.47972 11.64070 27.18948
H -15.58058 9.48989 28.22887
H -15.25414 10.85019 27.25300
H -18.43667 11.90437 27.00285
H -16.75513 12.10646 26.66210
C -8.61977 8.99835 26.89064
O -8.86714 9.47069 27.98125
N -9.44605 8.56456 25.99967
N -7.36909 8.84127 26.50716
H -9.20665 8.13304 25.11844
H -10.42554 8.52221 26.24241
H -7.19500 8.49773 25.57346
H -6.59907 9.12410 27.09638
C -9.10830 12.78207 28.49872
O -8.98032 13.91772 28.93316
N -10.19314 12.13585 28.76496
N -8.22509 12.11087 27.91079
H -10.79335 12.49378 29.49417
H -10.10351 11.16077 28.51742
H -7.32193 12.51015 27.69868
H -8.33660 11.11130 27.81853
C -12.23585 8.02524 27.72891
O -12.14326 8.52824 26.62109
N -13.33717 7.47997 28.21218
N -11.27103 7.94803 28.61835
H -14.23188 7.47602 27.74360
H -13.29802 7.06822 29.13360
H -10.35420 8.32223 28.41961
H -11.58402 7.68723 29.54254
C -9.43315 4.08757 26.58892
C -8.16483 4.94187 26.33335
C -7.75509 5.66802 27.64250
O -7.03991 4.11369 25.99432
H -10.20863 4.85039 26.65836
H -9.25937 3.65178 27.57279
H -9.66982 3.40278 25.77458
H -8.29887 5.65350 25.51867
H -6.83129 6.24447 27.59346
H -7.52893 4.90586 28.38820
H -8.57390 6.27151 28.03419
H -6.23639 4.49510 26.35554
C -7.96632 7.78666 30.83273
C -7.57803 8.76419 32.00276
C -8.32459 10.06328 31.80301
O -7.98392 8.23428 33.22088
H -7.47174 8.03485 29.89364
H -9.04152 7.70466 30.67359
H -7.57940 6.79870 31.08240
H -6.53467 9.07334 31.94021
H -8.22611 10.39475 30.76931
H -7.93320 10.89431 32.38979
H -9.34928 9.84572 32.10429
H -7.62600 8.78329 33.92237



No. 2
The following is a DFT calculation (the ωB97M-V functional and the def2-TZVPD basis) of the molecule C5H11NO.

Calculated values
Net charge: 0
SMILES: CCCNC(C)=O
Gap between HOMO and LUMO, eV: 10.44
E_LUMO, eV: 0.9319

CARTESIAN COORDINATES (ANGSTROEM)
C 2.32756 -0.71270 -0.34813
C 1.00529 -0.75275 -1.10652
C -0.16510 -1.26371 -0.25958
N -0.57134 -0.30767 0.78564
C -1.37437 0.71854 0.32982
O -1.71556 0.68496 -0.84552
C -1.91100 1.97819 1.03056
H 3.13938 -0.33086 -0.97639
H 2.25345 -0.06067 0.52988
H 2.61572 -1.71386 -0.00373
H 0.74074 0.24471 -1.47400
H 1.10499 -1.39008 -1.99558
H -1.03530 -1.39606 -0.90418
H 0.07640 -2.23747 0.18399
H -0.22831 -0.45240 1.72563
H -1.52677 2.80474 0.41950
H -1.74764 2.21445 2.08376
H -2.98815 1.97264 0.82484



No. 3
The following is a DFT calculation (the ωB97M-V functional and the def2-TZVPD basis) of a cluster of 3 separate species, C19H48BrN7O9P4 in total in a non-equilibrium geometry.

Calculated values
Net charge: -2
Gap between HOMO and LUMO, eV: 4.81
E_LUMO, eV: 3.5519

CARTESIAN COORDINATES (ANGSTROEM)
C -4.15134 1.23042 -0.24586
C -3.36408 1.36979 -1.51891
O -3.14301 0.36880 -2.16241
N -2.90869 2.62735 -2.04767
C -3.82024 3.30318 -2.89513
C -5.17301 3.74470 -2.38150
O -3.53175 3.53489 -4.04607
C -1.99807 3.50890 -1.30231
O -0.62530 3.34165 -1.54051
P -0.07682 2.20912 -0.31885
P 1.29766 3.61760 0.83628
O 2.74880 2.82264 0.57364
Br 1.48598 5.65967 -0.19778
O -1.40474 2.51694 0.73305
C -2.06531 3.67123 0.21372
C -3.38860 4.13074 0.85162
O -3.81909 5.20945 0.35814
O -3.93188 3.49742 1.77068
H -4.80398 0.36446 -0.34937
H -4.73554 2.10622 0.00515
H -3.45751 0.98563 0.55460
H -5.45822 4.60506 -2.97866
H -5.93272 2.97427 -2.52699
H -5.13600 4.00231 -1.32265
H -2.26037 4.50835 -1.66590
H -0.68430 1.09895 -0.99014
H 0.47250 1.22142 0.63099
H 1.10215 1.99076 -1.18300
H 2.47841 1.89813 0.40881
H -1.41265 4.53800 0.37008
O 5.22011 0.53340 2.88399
P 6.38716 1.41096 2.55746
N 6.71646 1.01555 0.91828
C 7.54829 -0.05002 0.41249
C 5.65039 1.40029 -0.00974
N 7.53021 0.76557 3.72424
C 8.39655 -0.35895 3.42630
C 6.91196 0.57988 5.03123
N 7.24183 2.92999 2.52677
C 6.39450 4.12925 2.48847
C 8.45389 3.08801 1.78258
H 7.87146 0.19721 -0.60390
H 7.02464 -1.01767 0.38288
H 8.46158 -0.17770 0.98776
H 5.94829 2.28081 -0.59020
H 4.72957 1.65240 0.51436
H 5.41051 0.59616 -0.70728
H 7.85785 -1.21450 2.99169
H 8.88361 -0.70526 4.34043
H 9.21057 -0.07250 2.75665
H 6.32294 -0.34388 5.08516
H 6.24169 1.40800 5.26583
H 7.68371 0.55201 5.80502
H 5.97917 4.32108 1.49044
H 6.95979 5.00986 2.80362
H 5.55601 4.02132 3.17903
H 8.28306 3.21425 0.70408
H 9.13623 2.24989 1.93296
H 8.96920 3.97926 2.15220
O -4.10743 -2.56388 -0.43183
P -4.78762 -3.60280 -1.26091
N -5.01319 -4.88177 -0.11276
C -4.09825 -5.95039 0.21554
C -5.89570 -4.54552 0.99502
N -3.55519 -3.88697 -2.45177
C -2.49387 -4.85698 -2.25444
C -2.99713 -2.62640 -2.96528
N -6.02108 -4.18484 -2.36094
C -7.27488 -3.43225 -2.35904
C -6.22121 -5.58296 -2.58353
H -4.65764 -6.78686 0.64950
H -3.32717 -5.63848 0.93533
H -3.59892 -6.35451 -0.65990
H -6.87214 -5.03772 0.88279
H -6.07082 -3.46918 1.05789
H -5.46885 -4.85055 1.95256
H -1.98679 -4.75185 -1.28413
H -1.73963 -4.74063 -3.03381
H -2.86034 -5.88271 -2.35711
H -2.25334 -2.19536 -2.29149
H -3.77478 -1.87694 -3.10354
H -2.53317 -2.80215 -3.93853
H -7.91285 -3.67325 -1.49331
H -7.84533 -3.62747 -3.27065
H -7.06979 -2.35993 -2.33365
H -6.78053 -6.07318 -1.77194
H -5.27696 -6.10993 -2.72536
H -6.78889 -5.70724 -3.51057



No. 4
The following is a DFT calculation (the ωB97M-V functional and the def2-TZVPD basis) of a cluster of 2 separate species, C4H6BrNO in total.

Calculated values
Net charge: 0
SMILES: N=C=CBr.CC=O
Gap between HOMO and LUMO, eV: 9.21
E_LUMO, eV: 0.4853

CARTESIAN COORDINATES (ANGSTROEM)
C 2.45699 1.52526 -0.17502
C -1.85088 -1.56939 0.22438
C -2.36923 -0.16162 0.27267
C 2.04674 0.44518 -0.76652
N 2.67448 2.53537 0.45162
O -1.71436 0.82193 0.07276
Br 2.19607 -1.25376 0.08001
H -2.60919 -2.28147 0.52297
H -1.51528 -1.79456 -0.78776
H -0.97935 -1.64616 0.86816
H 3.55949 3.02397 0.43509
H -3.44699 -0.07968 0.52108
H 1.55151 0.43494 -1.71944



No. 5
The following is a DFT calculation (the ωB97M-V functional and the def2-TZVPD basis) of a cluster of 2 separate species, C3H8N4O4 in total in a non-equilibrium geometry.

Calculated values
Net charge: 0
SMILES: C/N=C/CO[N+](=O)[O-].[H]/N=N\O
Gap between HOMO and LUMO, eV: 10.29
E_LUMO, eV: 0.7443

CARTESIAN COORDINATES (ANGSTROEM)
C -0.43179 -1.20245 -1.79883
C -1.37366 0.35054 -0.23957
C -1.10338 1.62263 0.56221
N 0.19099 -2.40773 1.88941
N -0.41404 -0.08705 -0.96878
N 0.59397 -1.32191 1.49672
N 1.05832 2.41131 -0.26658
O 1.87826 -1.39989 0.99544
O 1.43057 1.56881 0.45014
O 1.51348 3.18802 -1.02618
O -0.37117 2.54779 -0.20819
H -0.03099 -1.03005 -2.77798
H 0.18872 -1.94973 -1.29679
H -1.35170 -1.68546 -1.99529
H -2.36325 -0.12765 -0.08380
H 2.34015 -0.56169 1.14815
H -0.43935 1.34746 1.35957
H -2.06909 2.03618 0.86146
H 0.75397 -3.29913 1.89887



No. 6
The following is a DFT calculation (the ωB97M-V functional and the def2-TZVPD basis) of a cluster of 2 separate species, C4H8N3O in total in a non-equilibrium geometry.

Calculated values
Spin multiplicity: 3
Net charge: +1
Gap between HOMO and LUMO (alpha / beta), eV: 6.32 / 7.93
E_LUMO (alpha / beta), eV: -3.7116 / -6.8965
Expectation value of S²: 2.01

CARTESIAN COORDINATES (ANGSTROEM)
C 0.46010 -0.85727 -2.72771
C -0.23995 -0.83418 1.40058
C 1.19568 0.64235 0.50557
C 0.12265 1.35563 0.72988
N -0.40693 -0.13874 -2.32159
N 0.92357 -0.80221 0.64426
N -0.97316 0.45871 0.88740
O -1.33376 0.32009 -1.76086
H 1.06848 -0.91668 -3.53378
H -0.83833 -1.71579 1.34817
H -0.16033 -0.55805 2.39263
H 2.26274 0.83705 0.31176
H 0.10115 2.33756 0.97465
H 0.85510 -1.30802 -0.26923
H -1.29238 0.39295 -0.10300
H -1.74462 0.78659 1.52127